[1]
{"formula": "C23H41FP2Ru", "method": "ωB97M-V/def2-TZVPD", "symbols": ["Ru", "C", "C", "C", "C", "C", "C", "H", "H", "H", "C", "H", "H", "H", "C", "H", "H", "H", "C", "H", "H", "H", "C", "H", "H", "H", "C", "C", "C", "C", "C", "C", "C", "C", "H", "H", "H", "H", "H", "H", "H", "H", "H", "H", "H", "H", "P", "C", "C", "P", "C", "C", "C", "H", "H", "H", "H", "H", "H", "H", "H", "H", "H", "H", "H", "H", "H", "F"], "positions_angstrom": [[0.059, 1.518, -2.746], [-0.979, -2.220, 3.173], [0.322, -2.575, 2.716], [0.526, -0.730, 4.077], [-0.854, -1.065, 3.998], [1.256, -1.672, 3.298], [-2.218, -2.976, 2.906], [-2.170, -3.488, 1.935], [-3.098, -2.320, 2.916], [-2.394, -3.749, 3.673], [-1.940, -0.380, 4.722], [-2.921, -0.626, 4.297], [-1.811, 0.713, 4.685], [-1.954, -0.675, 5.784], [1.101, 0.336, 4.914], [1.176, 0.014, 5.967], [0.475, 1.238, 4.896], [2.109, 0.604, 4.577], [2.722, -1.734, 3.164], [3.213, -1.644, 4.143], [3.113, -0.920, 2.535], [3.039, -2.679, 2.709], [0.670, -3.692, 1.820], [1.313, -4.434, 2.321], [1.222, -3.334, 0.935], [-0.226, -4.214, 1.463], [-0.911, 2.334, -4.173], [-1.335, 0.957, -3.868], [-0.892, -0.238, -4.693], [0.464, -0.797, -4.276], [1.170, 0.076, -3.273], [1.698, 1.415, -3.666], [1.460, 1.970, -5.051], [0.084, 2.589, -5.267], [-0.981, -0.024, -5.769], [1.120, -1.015, -5.160], [-1.645, -1.011, -4.463], [-0.353, 2.284, -6.223], [-1.663, 3.121, -3.940], [-2.263, 0.806, -3.293], [0.188, 3.693, -5.324], [2.207, 2.773, -5.153], [2.633, 1.680, -3.165], [1.689, 1.232, -5.836], [0.319, -1.770, -3.789], [1.737, -0.448, -2.468], [-3.588, 0.303, -0.623], [-4.217, 1.181, 0.883], [-2.684, -1.176, 0.007], [2.219, 1.392, 0.159], [-1.940, 1.151, -1.197], [3.673, 0.345, -0.225], [2.502, 3.157, 0.608], [-3.407, 1.571, 1.482], [-4.890, 0.584, 1.517], [-4.825, 2.026, 0.551], [-2.978, -2.089, -0.537], [-2.767, -1.397, 1.079], [-1.635, -0.959, -0.248], [2.707, 3.702, -0.325], [3.301, 3.386, 1.338], [1.578, 3.627, 0.972], [-1.157, 1.013, -0.397], [-1.986, 2.235, -1.544], [4.429, 0.217, 0.561], [4.174, 0.696, -1.131], [3.302, -0.644, -0.511], [1.713, 0.757, 1.553]], "spin_multiplicity": 6, "e_homo_ev": [-7.579, -9.048], "total_charge": 1, "homo_lumo_gap_ev": [5.334, 3.239], "lumo_ev": [-2.25, -5.81]}

[2]
{"formula": "C23H41FP2Sm", "method": "ωB97M-V/def2-TZVPD", "symbols": ["Sm", "C", "C", "C", "C", "C", "C", "H", "H", "H", "C", "H", "H", "H", "C", "H", "H", "H", "C", "H", "H", "H", "C", "H", "H", "H", "C", "C", "C", "C", "C", "C", "C", "C", "H", "H", "H", "H", "H", "H", "H", "H", "H", "H", "H", "H", "P", "C", "C", "P", "C", "C", "C", "H", "H", "H", "H", "H", "H", "H", "H", "H", "H", "H", "H", "H", "H", "F"], "positions_angstrom": [[1.670, -0.444, 1.642], [-0.634, -0.703, 3.003], [-0.436, -1.953, 2.337], [1.378, -1.603, 3.732], [0.519, -0.462, 3.816], [0.794, -2.515, 2.792], [-1.873, 0.106, 3.142], [-1.738, 1.133, 2.770], [-2.159, 0.198, 4.203], [-2.722, -0.336, 2.606], [0.858, 0.817, 4.488], [-0.057, 1.379, 4.708], [1.520, 1.469, 3.883], [1.383, 0.595, 5.425], [2.786, -1.601, 4.194], [2.809, -1.267, 5.239], [3.465, -0.929, 3.609], [3.193, -2.616, 4.159], [1.401, -3.773, 2.286], [2.121, -4.172, 3.006], [1.943, -3.657, 1.328], [0.618, -4.520, 2.118], [-1.342, -2.652, 1.391], [-1.473, -3.700, 1.706], [-0.936, -2.669, 0.367], [-2.327, -2.172, 1.358], [-2.007, 2.891, 0.237], [-2.824, 1.881, 0.604], [-2.980, 0.601, -0.162], [-2.870, 0.716, -1.724], [-1.495, 0.353, -2.344], [-0.543, -0.017, -1.190], [-0.218, 1.171, -0.208], [-0.832, 2.545, -0.639], [-4.000, 0.216, 0.024], [-3.278, 1.680, -2.068], [-2.327, -0.179, 0.275], [-1.145, 2.526, -1.695], [-2.175, 3.945, 0.501], [-3.531, 1.991, 1.429], [-0.049, 3.319, -0.602], [-0.570, 0.907, 0.814], [-0.875, -0.967, -0.748], [0.881, 1.388, -0.076], [-3.574, -0.044, -2.100], [-1.659, -0.534, -2.974], [-0.346, 1.404, -3.394], [0.013, 3.091, -3.978], [-0.840, 0.643, -4.982], [1.385, -0.504, -1.624], [1.323, 0.921, -2.819], [1.430, -1.769, -2.931], [3.218, -0.393, -1.219], [1.036, 3.379, -3.694], [-0.705, 3.836, -3.624], [-0.014, 3.037, -5.076], [-0.455, 1.219, -5.826], [-1.939, 0.629, -5.027], [-0.484, -0.391, -5.067], [3.681, 0.078, -2.100], [3.622, -1.411, -1.110], [3.468, 0.220, -0.330], [1.818, 1.794, -2.355], [1.911, 0.656, -3.718], [1.961, -2.652, -2.560], [1.979, -1.369, -3.794], [0.422, -2.054, -3.250], [2.825, 1.297, 1.815]], "spin_multiplicity": 6, "e_homo_ev": [-8.058, -8.411], "total_charge": 1, "homo_lumo_gap_ev": [5.228, 5.726], "lumo_ev": [-2.83, -2.69]}

[3]
{"formula": "C23H41IP2Sc", "method": "ωB97M-V/def2-TZVPD", "symbols": ["Sc", "C", "C", "C", "C", "C", "C", "H", "H", "H", "C", "H", "H", "H", "C", "H", "H", "H", "C", "H", "H", "H", "C", "H", "H", "H", "C", "C", "C", "C", "C", "C", "C", "C", "H", "H", "H", "H", "H", "H", "H", "H", "H", "H", "H", "H", "P", "C", "C", "P", "C", "C", "C", "H", "H", "H", "H", "H", "H", "H", "H", "H", "H", "H", "H", "H", "H", "I"], "positions_angstrom": [[-1.594, -0.602, 1.144], [-0.411, -2.750, 0.698], [0.301, -2.071, 1.744], [-1.862, -2.478, 2.490], [-1.752, -2.974, 1.151], [-0.588, -1.917, 2.855], [0.178, -3.380, -0.517], [1.249, -3.177, -0.601], [-0.307, -3.033, -1.433], [0.039, -4.469, -0.478], [-2.802, -3.711, 0.409], [-2.428, -4.020, -0.571], [-3.677, -3.074, 0.240], [-3.127, -4.592, 0.977], [-3.029, -2.674, 3.387], [-3.429, -3.692, 3.283], [-3.854, -1.985, 3.173], [-2.744, -2.516, 4.433], [-0.199, -1.477, 4.222], [-0.406, -2.272, 4.957], [-0.761, -0.587, 4.534], [0.867, -1.220, 4.271], [1.755, -1.774, 1.795], [2.228, -2.283, 2.645], [1.944, -0.706, 1.947], [2.263, -2.086, 0.879], [0.288, -1.024, -3.475], [1.612, -1.059, -3.733], [2.610, -0.284, -2.912], [2.419, 1.248, -2.876], [1.868, 1.844, -1.544], [1.231, 0.834, -0.628], [0.175, -0.124, -1.184], [-0.325, 0.022, -2.625], [3.624, -0.520, -3.262], [1.823, 1.542, -3.739], [2.625, -0.680, -1.891], [-0.145, 1.026, -3.016], [-0.361, -1.739, -3.984], [2.022, -1.699, -4.512], [-1.415, -0.127, -2.628], [0.555, -1.131, -0.985], [1.949, 0.327, 0.038], [-0.813, -0.110, -0.648], [3.400, 1.710, -3.054], [2.723, 2.302, -1.023], [0.518, 3.108, -1.486], [-0.037, 3.377, -3.186], [1.392, 4.644, -1.040], [-0.171, 1.481, 1.037], [-0.681, 2.847, -0.137], [1.085, 2.300, 2.080], [-1.692, 1.555, 2.229], [-1.118, 3.257, -3.299], [0.444, 2.736, -3.925], [0.207, 4.401, -3.490], [0.840, 5.544, -1.347], [2.381, 4.663, -1.509], [1.530, 4.705, 0.044], [-1.826, 2.640, 2.360], [-1.557, 1.119, 3.229], [-2.658, 1.172, 1.803], [-1.675, 2.592, -0.541], [-0.771, 3.778, 0.449], [0.826, 2.136, 3.141], [1.111, 3.388, 1.878], [2.082, 1.860, 1.913], [-3.946, -0.143, -0.157]], "spin_multiplicity": 1, "e_homo_ev": -9.507, "total_charge": 1, "homo_lumo_gap_ev": 7.058, "lumo_ev": -2.45}